CdH3O3 | the ωB97M-V functional and the def2-TZVPD basis

XYZ file:
```
7
CdH3O3 (the ωB97M-V functional and the def2-TZVPD basis)
O -1.24034 -0.90866 -0.51597
Cd -0.63703 1.28067 0.17035
O -0.45361 -0.70528 0.68797
H 1.15627 -0.48045 0.07777
O 1.25679 0.66363 -0.27752
H 2.07478 1.06387 0.02570
H -2.15686 -0.91378 -0.16830
```

Kohn-Sham gap (spin up / spin down)	7.971 / 8.084	eV
total charge	0
largest force on an atom	4.7	eV/Å
electronic energy	-395.05157	Eh
multiplicity	2